# 1
The following is a DFT calculation (the ωB97M-V functional and the def2-TZVPD basis) of 5 unconnected molecules or ions with the total composition C15H10Cl18N2 at a distorted geometry.

Each line ends with the natural charge from an NBO analysis.
Element x y z (Å)
C1 2.1938 2.6686 -3.3664  -0.64
C2 1.0504 2.5553 -2.2719  -0.18
Cl1 1.4847 3.4339 -0.7066  -0.07
C3 0.6066 1.0738 -1.9480  -0.22
Cl2 -0.6253 1.1297 -0.5822  -0.05
C4 1.7863 0.1115 -1.5632  0.15
C5 1.5452 -1.3632 -1.6577  0.02
N1 2.4398 -2.3500 -1.3666  -0.38
C6 3.6553 -1.7709 -1.0021  0.19
C7 4.7890 -2.7143 -0.6505  -0.23
C8 6.1134 -2.2398 -0.2357  -0.20
C9 6.3961 -0.7416 -0.1602  -0.21
C10 5.3008 0.1579 -0.4838  -0.20
C11 3.9291 -0.3226 -0.8980  0.09
N2 2.9699 0.6511 -1.1624  -0.36
H1 2.0108 3.4616 -4.1359  0.23
H2 3.1526 2.8737 -2.7984  0.25
H3 2.3410 1.6373 -3.8116  0.22
H4 0.1646 3.1313 -2.6787  0.23
H5 0.0688 0.6700 -2.8478  0.24
H6 0.5122 -1.6943 -1.9702  0.21
H7 4.6385 -3.8298 -0.6877  0.23
H8 6.9444 -2.9327 0.0404  0.23
H9 7.3798 -0.3196 0.1534  0.23
H10 5.4806 1.2650 -0.4407  0.23
Cl3 -4.1432 1.3416 -1.9627  0.05
C12 -4.9186 1.2559 -0.3703  -0.22
Cl4 -3.7423 1.6886 0.8855  0.06
Cl5 -6.2816 2.3889 -0.3143  0.06
Cl6 -5.5086 -0.3918 -0.0897  0.06
Cl7 -6.0739 0.4212 3.7082  0.06
C13 -4.9270 -0.8275 4.2330  -0.22
Cl8 -5.8128 -2.3103 4.6366  0.05
Cl9 -3.7732 -1.1672 2.9316  0.06
Cl10 -4.0484 -0.2564 5.6640  0.05
Cl11 -0.0813 -5.2090 -2.6621  0.05
C14 0.3291 -5.5625 -0.9726  -0.22
Cl12 -0.5412 -4.4428 0.0929  0.05
Cl13 -0.1387 -7.2295 -0.5872  0.05
Cl14 2.0726 -5.3657 -0.7361  0.07
Cl15 -4.7491 3.5439 3.2558  0.06
C15 -5.7473 4.2241 4.5552  -0.22
Cl16 -7.4027 4.4609 3.9636  0.05
Cl17 -5.7674 3.1123 5.9362  0.05
Cl18 -5.0726 5.7834 5.0647  0.05

Properties
Energy (eV): -244098.0038
E_LUMO (eV): -0.8
Charge: 0
SMILES: C[C@H](Cl)[C@H](Cl)c1cnc2ccccc2n1.ClC(Cl)(Cl)Cl.ClC(Cl)(Cl)Cl.ClC(Cl)(Cl)Cl.ClC(Cl)(Cl)Cl
Gap between HOMO and LUMO (eV): 8.34

---

# 2
The following is a DFT calculation (the ωB97M-V functional and the def2-TZVPD basis) of a molecular structure, C5H14N2O2 at a distorted geometry.

Each line ends with the natural charge from an NBO analysis.
Element x y z (Å)
C1 -1.7989 0.8625 0.3921  0.58
C2 -1.1024 -0.7554 -1.5507  -0.25
N1 -2.5146 1.8683 -0.2639  -0.84
O1 -0.6051 0.2752 -0.7643  -0.74
O2 -1.1839 1.2300 1.4728  -0.80
H1 0.0997 1.1876 1.4444  0.47
H2 -2.3992 -0.0565 0.4771  0.11
H3 -1.9714 2.7189 -0.3402  0.37
H4 -2.8936 1.5834 -1.1569  0.37
H5 -1.8867 -0.4179 -2.2524  0.15
H6 -0.3021 -1.1836 -2.1709  0.16
H7 -1.5381 -1.5716 -0.9438  0.14
C3 0.8236 -1.3723 1.2680  -0.69
C4 2.5048 -0.4203 -0.4029  -0.69
C5 1.4980 -0.1817 0.6724  0.52
N2 1.2813 0.9773 1.1812  -0.69
H8 1.7623 1.7562 0.7450  0.37
H9 -0.0551 -1.0818 1.8376  0.26
H10 0.5353 -2.0763 0.4896  0.23
H11 1.5323 -1.8737 1.9349  0.24
H12 3.1388 0.4481 -0.5744  0.22
H13 3.1267 -1.2872 -0.1762  0.23
H14 1.9484 -0.6292 -1.3185  0.26

Properties
Energy (eV): -12485.8347
ΔE to the lowest compared entry with this formula, charge and spin (kJ/mol): 240.6
E_LUMO (eV): 0.8
Charge: 0
Gap between HOMO and LUMO (eV): 9.40

---

# 3
The following is a DFT calculation (the ωB97M-V functional and the def2-TZVPD basis) of a molecular structure, C5H13NO at a distorted geometry.

Each line ends with the natural charge from an NBO analysis.
Element x y z (Å)
C1 1.5542 0.4278 -0.0826  0.42
C2 2.5331 -0.3307 -0.9498  -0.65
N1 1.0267 -0.1046 1.0384  -0.83
O1 1.8840 1.7712 0.0101  -0.72
H1 1.7009 2.0391 0.9200  0.49
H2 0.4095 0.5058 -0.9628  -0.01
H3 1.1081 -1.1172 1.0448  0.36
H4 -0.2825 0.0343 0.8424  0.36
H5 3.4771 -0.4420 -0.4108  0.22
H6 2.1447 -1.3202 -1.1896  0.21
H7 2.7274 0.2125 -1.8729  0.23
C3 -2.0590 -1.3017 -0.0293  -0.64
C4 -1.5324 0.0808 0.2507  -0.33
C5 -2.3096 1.0893 0.6595  -0.34
H8 -0.5560 0.4344 -0.6596  0.20
H9 -3.1455 -1.3211 -0.1418  0.21
H10 -1.6221 -1.7045 -0.9470  0.21
H11 -1.7874 -1.9900 0.7763  0.22
H12 -1.9069 2.0824 0.8223  0.20
H13 -3.3642 0.9545 0.8818  0.19

Properties
Energy (eV): -8929.2304
ΔE to the lowest compared entry with this formula, charge and spin (kJ/mol): 461.2
E_LUMO (eV): 0.9
Charge: 0
Gap between HOMO and LUMO (eV): 9.61

---

# 4
The following is a DFT calculation (the ωB97M-V functional and the def2-TZVPD basis) of a molecular structure, C7H13BF4O4SeV at a distorted geometry.

Each line ends with the natural charge from an NBO analysis.
Element x y z (Å)
V1 0.7647 0.4642 -1.4718  0.97
C1 2.8761 1.0349 1.9553  -0.61
C2 2.1086 -0.1279 1.3402  0.13
C3 1.8064 -1.2069 2.3666  -0.63
O1 0.8906 0.4169 0.8161  -0.74
C4 2.9644 -0.7080 0.1812  0.76
O2 3.9901 -1.3205 0.4971  -0.74
O3 2.5414 -0.4629 -0.9872  -0.73
H1 2.3199 1.4439 2.8034  0.19
H2 3.0038 1.8214 1.2097  0.22
H3 3.8575 0.6932 2.2841  0.21
H4 1.2438 -0.7837 3.2044  0.19
H5 2.7443 -1.6273 2.7256  0.23
H6 1.2145 -2.0072 1.9190  0.23
H7 0.1426 -0.1806 0.9991  0.51
F1 -0.2269 -1.5551 -1.0756  -0.55
B1 -1.2510 -2.0754 -0.2208  1.35
F2 -1.2097 -1.3499 1.0046  -0.58
F3 -0.9952 -3.4206 0.0321  -0.57
F4 -2.4987 -1.9057 -0.8198  -0.57
C5 -2.5071 0.8458 -2.7782  -0.74
C6 -2.1759 1.1519 -1.3571  0.48
C7 -3.2829 1.4324 -0.3864  -0.69
O4 -0.9981 1.1020 -0.9278  -0.57
H8 -3.3715 1.4263 -3.1185  0.18
H9 -2.7578 -0.2189 -2.8738  0.24
H10 -1.6342 1.0543 -3.4038  0.29
H11 -4.0066 0.6091 -0.3868  0.22
H12 -3.8285 2.3477 -0.6509  0.19
H13 -2.8726 1.5352 0.6173  0.23
Se1 1.1483 1.5713 -3.4973  -1.12

Properties
Spin multiplicity: 2
Energy (eV): -118248.9627
ΔE to the lowest compared entry with this formula, charge and spin (kJ/mol): 56.8
E_LUMO (spin up / spin down) (eV): 5.3 / 5.3
Charge: -2
⟨S²⟩: 0.8463
Gap between HOMO and LUMO (spin up / spin down) (eV): 4.45 / 4.26

---

# 5
The following is a DFT calculation (the ωB97M-V functional and the def2-TZVPD basis) of C2H3NS in the gas phase at a distorted geometry.

Each line ends with the natural charge from an NBO analysis.
Element x y z (Å)
C1 -0.4865 0.5444 0.6938  -0.73
C2 0.1904 0.4924 -0.5793  -0.29
S1 0.7773 -1.0426 -1.2046  0.94
N1 1.6266 -2.1364 -1.8516  -0.65
H1 -1.0060 1.5807 0.5268  0.25
H2 0.0518 0.7766 1.5589  0.23
H3 -1.1535 -0.2150 0.8558  0.24

Properties
Energy (eV): -14440.7968
ΔE to the lowest compared entry with this formula, charge and spin (kJ/mol): 643.8
E_LUMO (spin up / spin down) (eV): -1.2 / -1.3
Charge: 0
SMILES: CC#S#N
Gap between HOMO and LUMO (spin up / spin down) (eV): 7.53 / 7.33

---

# 6
The following is a DFT calculation (the ωB97M-V functional and the def2-TZVPD basis) of a molecular structure, C40H58CaN3O2Sb at a distorted geometry.

Each line ends with the Löwdin charge.
Element x y z (Å)
Ca1 0.5983 0.1303 -0.2043  1.22
C1 3.0075 -1.7925 -2.0205  -0.07
C2 2.5367 -2.5486 -0.7729  -0.40
C3 2.4851 -4.0612 -1.0969  -0.07
C4 3.3132 -2.3284 0.4813  -0.17
C5 4.5971 -2.8289 0.5462  -0.04
C6 5.3466 -2.5809 1.7029  -0.06
C7 4.7522 -1.8690 2.7267  -0.04
C8 3.4447 -1.4370 2.6878  -0.15
C9 2.8889 -0.7188 3.8895  -0.36
C10 2.5624 -1.6616 5.0777  -0.05
C11 3.6831 0.5706 4.2178  -0.05
C12 2.6812 -1.6552 1.5436  -0.17
N1 1.3226 -1.2356 1.4956  -0.08
C13 0.4279 -1.7539 2.3257  -0.57
O1 0.5021 -2.8019 2.9352  0.05
C14 -0.7353 -0.7841 2.4793  -0.19
C15 -1.7175 -0.8805 3.4766  0.02
C16 -2.7098 0.0881 3.5473  -0.06
C17 -2.6645 1.1596 2.7181  0.00
C18 -1.6521 1.1993 1.7718  -0.21
N2 -0.7366 0.2660 1.6871  0.02
C19 -1.3871 2.4581 1.0228  -0.53
O2 -1.9091 3.4536 1.4938  0.05
N3 -0.4643 2.3336 0.0202  -0.02
C20 0.0035 3.6361 -0.4324  -0.19
C21 1.2698 3.9852 -0.0787  -0.19
C22 1.8148 5.0849 -0.6912  -0.05
C23 1.1314 5.9002 -1.5837  -0.07
C24 -0.1767 5.5804 -1.7731  -0.07
C25 -0.7703 4.4461 -1.2705  -0.12
C26 -2.2297 4.0980 -1.5807  -0.39
C27 -2.2771 2.9615 -2.5268  -0.08
C28 -3.0791 5.2921 -1.9977  -0.07
C29 2.0080 3.2876 1.0237  -0.38
C30 2.7506 4.2372 1.8771  -0.07
C31 2.9411 2.2196 0.4022  -0.05
H1 2.3702 -1.8204 -2.8734  0.05
H2 3.9640 -2.2368 -2.3810  0.09
H3 3.2209 -0.7291 -1.7319  0.09
H4 1.4371 -2.1996 -0.6676  0.09
H5 3.4315 -4.6299 -1.0728  0.08
H6 2.0236 -4.2735 -2.0860  0.08
H7 1.8017 -4.5951 -0.3647  0.10
H8 5.0726 -3.1889 -0.3780  0.12
H9 6.3556 -2.9434 1.8235  0.10
H10 5.2700 -1.7014 3.6494  0.11
H11 1.9073 -0.2498 3.6305  0.12
H12 3.4537 -1.9703 5.5576  0.05
H13 1.9740 -2.5330 4.7555  0.07
H14 1.9290 -1.0973 5.8167  0.09
H15 4.7550 0.3961 4.4158  0.08
H16 3.1682 1.1082 5.0266  0.08
H17 3.5817 1.2136 3.3235  0.06
H18 -1.7541 -1.6938 4.2222  0.13
H19 -3.3803 -0.0698 4.3970  0.12
H20 -3.3100 2.0357 2.7473  0.13
H21 2.7855 5.3243 -0.3129  0.09
H22 1.5365 6.8328 -2.0873  0.13
H23 -0.7790 6.2281 -2.3907  0.10
H24 -2.6491 3.7606 -0.6241  0.12
H25 -2.0040 3.2897 -3.5120  0.08
H26 -3.2587 2.5156 -2.5582  0.06
H27 -1.5723 2.1572 -2.1695  0.07
H28 -2.9680 5.5399 -3.1085  0.10
H29 -2.8899 6.2147 -1.4416  0.08
H30 -4.1223 4.9748 -1.9490  0.07
H31 1.2020 2.7667 1.6555  0.16
H32 3.5760 4.6523 1.2486  0.09
H33 3.0802 3.7167 2.7564  0.07
H34 2.0728 5.1058 2.0738  0.11
H35 3.9121 2.5676 0.0488  0.10
H36 2.5702 1.8544 -0.5577  0.05
H37 3.1447 1.3784 1.0062  0.04
C32 -1.3476 -4.0082 0.3923  -0.17
C33 -1.5856 -3.9325 -1.1079  -0.51
C34 -2.6699 -4.8411 -1.7567  -0.12
Sb1 -1.8746 -1.7450 -1.5421  1.49
C35 -4.0228 -1.4605 -1.3053  -0.55
C36 -4.3770 0.0194 -1.6711  -0.14
C37 -4.4543 -1.8769 0.1330  -0.13
C38 -1.6608 -1.7243 -3.7037  -0.58
C39 -3.0050 -1.8069 -4.4475  -0.15
C40 -0.9762 -0.4715 -4.2688  -0.17
H38 -0.9763 -4.9974 0.7050  0.09
H39 -2.2376 -3.9103 1.0054  0.06
H40 -0.5979 -3.2562 0.7205  0.04
H41 -0.6510 -4.2290 -1.5466  0.05
H42 -3.5973 -4.7586 -1.2175  0.06
H43 -2.3624 -5.8628 -1.7226  0.06
H44 -2.9296 -4.6195 -2.8037  0.06
H45 -4.5188 -2.1120 -2.0867  0.09
H46 -3.8293 0.6572 -1.0166  0.04
H47 -5.4572 0.1108 -1.4742  0.09
H48 -4.1042 0.2185 -2.7118  0.04
H49 -3.9267 -1.2373 0.8456  0.06
H50 -4.3276 -2.9295 0.3340  0.05
H51 -5.5118 -1.7547 0.2820  0.07
H52 -0.9898 -2.5825 -3.8641  0.08
H53 -3.7335 -0.9897 -4.2116  0.07
H54 -3.5729 -2.6936 -4.1993  0.05
H55 -2.8332 -1.8460 -5.5011  0.06
H56 -1.5312 0.4689 -4.0678  0.07
H57 -0.8835 -0.6490 -5.3452  0.07
H58 0.0772 -0.3311 -3.8541  0.07

Properties
Energy (eV): -75964.0962
ΔE to the lowest compared entry with this formula, charge and spin (kJ/mol): 204.9
E_LUMO (eV): 0.0
Charge: 0
Gap between HOMO and LUMO (eV): 8.00

---

# 7
The following is a DFT calculation (the ωB97M-V functional and the def2-TZVPD basis) of a molecular structure, C26H42BrCsFN3O6 at a distorted geometry.

Each line ends with the Löwdin charge.
Element x y z (Å)
C1 -1.0401 0.2536 -2.0461  -0.28
C2 -1.7864 -1.0127 -1.4586  -0.27
C3 -2.8698 -1.7041 -2.3539  -0.05
C4 -1.4606 -1.4116 -0.1476  -0.11
C5 -1.0253 -2.8794 0.2385  -0.18
C6 -0.4285 -2.9912 1.6998  -0.18
C7 -1.0155 -1.9012 2.6638  -0.38
C8 -2.6044 -2.0570 2.7000  -0.06
C9 -0.4931 -1.9284 4.1571  -0.15
C10 -1.0811 -0.6196 4.8822  -0.11
C11 -0.1292 0.5811 4.6369  -0.16
N1 0.8460 0.8714 5.5918  0.10
C12 1.6161 1.9877 5.1373  0.03
C13 1.0300 2.3424 3.8500  -0.12
C14 1.5538 3.5016 2.9263  -0.18
N2 2.5413 2.8877 1.9892  0.02
N3 -0.0769 1.4836 3.5402  0.07
C15 -0.9456 1.4936 2.3863  -0.29
C16 -1.9097 2.7979 2.2832  -0.25
F1 -0.0846 1.3154 1.2051  -0.20
H1 -0.8876 0.9949 -1.1792  -0.12
H2 -1.6981 0.7817 -2.8032  0.06
H3 -0.0382 -0.0933 -2.5068  -0.13
H4 -3.8521 -1.1568 -2.2061  0.10
H5 -2.9927 -2.7964 -2.1210  0.08
H6 -2.5748 -1.5556 -3.4309  0.06
H7 -1.5782 -0.5803 0.6122  0.06
H8 -1.9250 -3.5585 0.1039  0.10
H9 -0.2535 -3.2659 -0.4909  0.13
H10 0.6958 -2.8410 1.6479  0.12
H11 -0.5517 -4.0372 2.1289  0.12
H12 -0.6712 -0.9079 2.2440  0.08
H13 -3.0003 -2.8099 1.9662  0.09
H14 -3.0463 -1.0241 2.5304  0.07
H15 -2.8929 -2.3395 3.7556  0.08
H16 -0.6751 -2.8868 4.7150  0.12
H17 0.6315 -1.7670 4.1215  0.13
H18 -1.0828 -0.8376 5.9974  0.12
H19 -2.1566 -0.4336 4.6038  0.11
H20 1.0289 0.4174 6.4822  0.16
H21 2.4776 2.4949 5.6416  0.14
H22 2.0531 4.2900 3.5485  0.12
H23 0.6974 3.9547 2.3516  0.08
H24 2.1015 2.6477 1.0996  0.06
H25 3.3548 3.4891 1.8565  0.07
H26 -1.6428 0.6096 2.5052  0.13
H27 -1.3768 3.8005 2.4378  0.07
H28 -2.6883 2.6706 3.0941  0.10
H29 -2.4356 2.7428 1.2438  -0.16
Br1 0.4284 -0.2478 -4.5055  -0.35
Cs1 -1.3599 3.0572 -0.2463  1.42
C17 5.4085 1.4368 -0.0534  -0.07
C18 5.5978 2.4247 -1.1928  -0.49
C19 7.0463 2.4697 -1.6493  -0.07
O1 5.1915 3.7315 -0.7575  -0.09
H30 6.0093 1.7248 0.8155  0.08
H31 4.3641 1.4244 0.2725  0.06
H32 5.6945 0.4227 -0.3491  0.06
H33 4.9575 2.1476 -2.0335  0.14
H34 7.7021 2.7897 -0.8329  0.08
H35 7.1715 3.1940 -2.4599  0.07
H36 7.3786 1.4910 -1.9996  0.09
H37 5.7557 3.9779 -0.0148  0.07
C20 5.7316 -2.0614 0.6908  -0.54
O2 6.7963 -1.2535 0.6415  -0.43
H38 5.7826 -2.9270 1.3976  0.02
H39 4.7555 -1.5990 0.9901  0.01
H40 5.4415 -2.5761 -0.2551  0.03
C21 -4.4955 -2.1700 -6.0637  0.03
C22 -4.9626 -2.9760 -7.0882  -0.43
C23 -5.9961 -2.2938 -7.9907  -0.38
O3 -6.4755 -2.8169 -8.9956  -0.01
C24 -6.4419 -0.9487 -7.6324  0.00
C25 -5.9864 -0.1485 -6.6021  -0.44
C26 -4.8753 -0.7900 -5.7630  -0.36
O4 -4.2931 -0.2093 -4.8492  -0.01
O5 -6.3727 1.0023 -6.3002  -0.06
O6 -4.6350 -4.1525 -7.3407  -0.03
H41 -3.7523 -2.5675 -5.3808  0.09
H42 -7.2235 -0.5694 -8.2828  0.09

Properties
Energy (eV): -117692.0612
E_LUMO (eV): 0.9
Charge: -2
Gap between HOMO and LUMO (eV): 1.16